[1]
13
Properties=species:S:1:pos:R:3 method="wB97M-V/def2-TZVPD" e_above_lowest_kj_mol=375.76 gap_ev=9.5 multiplicity=1 max_force_ev_per_a=0.6 lumo_energy_ev=0.82 total_energy_ha=-344.45879
C 0.64 0.18 1.23
O 0.99 1.47 0.69
C 0.04 1.76 -0.23
C -0.34 -2.19 -1.28
O 0.38 -1.31 -0.65
C -0.36 -0.43 0.26
C -0.83 0.78 -0.49
H 0.18 0.34 2.21
H 1.55 -0.41 1.33
H 0.12 2.75 -0.66
H 0.42 -2.69 -1.92
H -1.13 -1.05 0.72
H -1.64 0.79 -1.20

[2]
13
Properties=species:S:1:pos:R:3 method="wB97M-V/def2-TZVPD" e_above_lowest_kj_mol=214.26 smiles="C=C[C@]1(C)OC1=O" gap_ev=10.4 multiplicity=1 max_force_ev_per_a=3.9 lumo_energy_ev=0.77 total_energy_ha=-344.52030
C 0.16 1.48 0.20
C 1.80 -0.50 0.07
C 0.54 0.13 -0.33
C -0.49 -1.02 -0.34
C -1.71 -0.92 0.18
O 2.58 -1.03 0.77
O 1.62 0.01 -1.27
H -0.21 -1.85 -0.97
H 1.03 2.14 0.18
H -0.18 1.40 1.23
H -0.64 1.89 -0.40
H -2.46 -1.66 -0.03
H -2.05 -0.05 0.72